The following is a quantum chemistry calculation of H3NO3Si in the gas phase at a distorted geometry, from OMol25.

Its HOMO energy is -10.638 eV. As for the largest force on an atom: 2.61 eV/Å. The SMILES is O=[N+]([O-])[SiH2]O. Its energy above the lowest of the compared OMol25 structures with the same formula, charge and spin is 12.8 kcal/mol. For the energy, the calculation gives -571.693619 Eh. The value obtained for the lowest unoccupied orbital energy is -0.10 eV.

Each line ends with the Löwdin charge.
Element x y z (Å)
N -1.3084 0.2973 0.3238  -0.4738
O -1.9296 1.0057 1.0466  0.0457
O -1.7653 -0.5306 -0.4794  -0.0501
O 1.2537 0.4478 -1.0049  -0.1881
Si 0.5440 -0.1349 0.2947  0.6234
H 1.3456 -0.0914 -1.7596  0.0398
H 0.2717 -1.5410 0.2260  -0.0146
H 1.5885 0.5472 1.3527  0.0176

***

The following is a quantum chemistry calculation of 2 unconnected molecules or ions with the total composition C7H13N2 at a distorted geometry, from OMol25.

Its HOMO energy (spin up / spin down) is -13.733 / -14.440 eV. As for the largest force on an atom: 5.59 eV/Å. As for the net charge: +1. Its energy above the lowest of the compared OMol25 structures with the same formula, charge and spin is 117.2 kcal/mol. For the energy, the calculation gives -383.630491 Eh. The value obtained for the lowest unoccupied orbital energy (spin up / spin down) is -4.90 / -6.05 eV.

Each line ends with the Löwdin charge.
Element x y z (Å)
C -0.6959 1.5615 -1.3886  0.0498
C -0.1730 1.5956 -0.1697  -0.0726
C -0.5182 0.1822 -2.0010  -0.0652
C -0.3511 -1.5329 1.4557  -0.1283
C -1.1947 -1.4001 0.1348  -0.0522
C 0.1922 -0.1366 1.6166  -0.1467
C -0.1476 -0.6234 -0.7693  -0.2345
N 2.3449 0.7654 -0.1721  0.2357
N 0.2842 0.3520 0.2455  -0.0845
H -1.2830 2.3097 -1.8632  0.1244
H -0.1560 2.3990 0.4997  0.1302
H -1.3609 -0.1444 -2.5842  0.1317
H 0.3277 0.1899 -2.6538  0.1244
H -1.1209 -1.7004 2.3342  0.1618
H 0.5024 -2.3136 1.3497  0.1530
H -1.6551 -2.2279 -0.2773  0.1056
H -1.7911 -0.5690 0.3199  0.0987
H -0.3805 0.5173 2.3308  0.1580
H 1.2012 0.0358 2.0508  0.1342
H 0.7038 -1.2697 -1.0434  0.1620
H 2.8462 0.2858 0.4434  -0.0319
H 2.4255 1.7238 0.1417  0.0464

***

The following is a quantum chemistry calculation of a gas-phase ion, C7H10NO2 (charge +1) at a distorted geometry, from OMol25.

Its HOMO energy is -13.365 eV. As for the largest force on an atom: 4.37 eV/Å. As for the net charge: +1. The SMILES is O[C@@H]1[NH2+]C2=CC=CC[C@]21O. Its energy above the lowest of the compared OMol25 structures with the same formula, charge and spin is 49.7 kcal/mol. For the energy, the calculation gives -477.618120 Eh. The value obtained for the lowest unoccupied orbital energy is -3.94 eV.

Each line ends with the Löwdin charge.
Element x y z (Å)
C 2.3248 -0.3082 0.0459  -0.0640
C 1.3108 -1.4195 0.1443  0.0069
C 1.9615 0.9567 -0.1715  -0.0978
C 0.0897 -1.0095 0.4227  -0.0543
C 0.6280 1.4658 -0.5548  -0.0714
C -1.6158 -0.2069 -0.5401  -0.2847
C -0.4003 0.5376 0.1196  -0.3198
N -1.3337 -1.5507 0.0926  0.1985
O -2.8490 0.3181 -0.3720  0.0940
O -1.0077 1.0941 1.2455  0.0236
H 3.3552 -0.6550 0.4040  0.1422
H 1.6116 -2.4877 -0.0126  0.1427
H 2.7051 1.7874 -0.0530  0.1401
H 0.5193 2.5636 -0.3443  0.1552
H 0.6876 1.2824 -1.6504  0.1512
H -1.4321 -0.4243 -1.6920  0.2156
H -1.4282 -2.3797 -0.4817  0.1798
H -1.8255 -1.7349 0.9876  0.1995
H -2.7452 0.9567 0.3217  0.0983
H -0.5559 1.2140 2.0886  0.1444

***

The following is a quantum chemistry calculation of C5H4O in the gas phase at a distorted geometry, from OMol25.

Its HOMO energy is -10.030 eV. As for the largest force on an atom: 1.30 eV/Å. The SMILES is C#CC(O)C#C. Its energy above the lowest of the compared OMol25 structures with the same formula, charge and spin is 93.3 kcal/mol. For the energy, the calculation gives -267.963720 Eh. The value obtained for the lowest unoccupied orbital energy is 0.15 eV.

Each line ends with the Löwdin charge.
Element x y z (Å)
O -0.2044 -1.8100 0.0994  -0.0073
C -0.0413 -0.4251 -0.0758  -0.4524
C -1.1296 0.3814 0.5490  -0.0538
C -1.9982 1.0209 0.0074  0.1337
C 1.3092 0.0713 0.1897  -0.0696
C 2.4154 0.5410 0.1934  0.1313
H -0.9214 -1.9436 0.7303  0.0946
H -0.2140 -0.1938 -1.1331  0.1438
H -2.6175 1.4145 -0.7606  0.0507
H 3.4019 0.9434 0.2005  0.0290

***

The following is a quantum chemistry calculation of 3 unconnected molecules or ions with the total composition C4H13NO2 at a distorted geometry, from OMol25.

Its HOMO energy is -9.721 eV. As for the largest force on an atom: 4.48 eV/Å. The SMILES is C=NCCC.O.O. Its energy above the lowest of the compared OMol25 structures with the same formula, charge and spin is 63.6 kcal/mol. For the energy, the calculation gives -365.341207 Eh. The value obtained for the lowest unoccupied orbital energy is 0.51 eV.

Each line ends with the Löwdin charge.
Element x y z (Å)
C -0.1227 1.5985 -0.0524  -0.1158
C -0.4165 1.1367 -1.4521  -0.2503
C -1.1435 -0.2542 -1.5071  -0.2633
C -1.6620 -0.8099 -3.6930  -0.0781
N -0.8926 -1.1002 -2.6839  -0.0525
H 0.7633 2.3288 0.0007  0.1103
H -0.9384 2.1949 0.2492  0.0543
H 0.0447 0.7761 0.4987  0.0213
H 0.5842 0.9817 -1.7888  0.0906
H -1.0696 1.8062 -2.0694  0.1146
H -2.2220 -0.1771 -1.4696  0.0975
H -0.5066 -0.7913 -0.7848  0.1048
H -2.5061 0.0092 -3.5285  0.0949
H -1.7520 -1.2710 -4.7229  0.0715
H 4.0394 -1.0481 0.8410  0.0745
H 3.5136 -1.1905 2.2014  0.0153
O 3.2887 -0.6884 1.4182  -0.0895
H 0.4509 -0.4192 6.2099  -0.0136
H 0.1800 -1.8181 5.7945  0.0264
O 0.3673 -1.2641 6.5389  -0.0129

***

The following is a quantum chemistry calculation of C12H8OS in the gas phase at a distorted geometry, from OMol25.

Its HOMO energy is -8.611 eV. As for the largest force on an atom: 5.62 eV/Å. The SMILES is O=C1Cc2ccsc2-c2ccccc21. Its energy above the lowest of the compared OMol25 structures with the same formula, charge and spin is 38.7 kcal/mol. For the energy, the calculation gives -935.417859 Eh. The value obtained for the lowest unoccupied orbital energy is 0.06 eV.

Each line ends with the Löwdin charge.
Element x y z (Å)
C 2.8506 1.6778 0.0268  -0.0740
C 2.8300 0.6398 -0.9347  -0.0712
C 1.6986 1.8071 0.7068  -0.0480
C 1.7364 -0.1433 -1.2668  -0.0284
C 0.5335 1.0475 0.5271  -0.1004
C 0.5842 0.0586 -0.4229  -0.1248
C -2.4954 -1.9092 -0.1137  -0.1270
C -2.0877 -2.6713 -1.1632  -0.3988
C -0.7434 1.3090 1.2673  -0.3307
C -1.5425 -0.8948 0.1260  -0.2535
C -1.8596 0.2906 1.1979  0.0001
C -0.5828 -0.8434 -0.7837  -0.4628
O -1.1032 2.4238 1.7213  0.0349
S -0.6787 -2.0927 -1.9335  1.0767
H 3.5721 2.4575 0.2300  0.1108
H 3.7399 0.4840 -1.5808  0.1184
H 1.7508 2.4001 1.6336  0.1316
H 1.7885 -1.0203 -1.8700  0.0772
H -3.0051 -2.2773 0.7169  0.0987
H -2.7226 -3.3089 -1.7214  0.0573
H -2.6747 0.9894 1.4800  0.1311
H -1.5890 -0.4239 2.1570  0.1829

***

> energy of number 6 (C12H8OS)?

-935.417859 Eh

***

> Which value of energy does entry 5 give?

-365.341207 Eh